Entry 1:
72
Properties=species:S:1:pos:R:3 method="wB97M-V/def2-TZVPD" s2=2.0285 charge=+1 multiplicity=3
Pt 3.526 -0.575 0.447
N 2.685 1.210 4.359
C 3.029 0.856 3.101
S 2.790 -0.750 2.605
N 3.624 1.734 2.268
N 3.874 1.239 1.064
C 4.610 2.005 0.230
C 5.152 3.287 0.635
C 4.392 4.206 1.384
C 4.934 5.393 1.802
C 6.265 5.744 1.498
C 7.001 4.838 0.731
C 6.479 3.627 0.332
C 4.874 1.406 -1.074
C 5.527 2.044 -2.133
C 5.581 1.390 -3.362
C 5.040 0.097 -3.511
C 4.442 -0.519 -2.430
N 4.342 0.171 -1.242
H 2.354 0.574 5.096
H 2.780 2.199 4.620
H 3.344 3.928 1.562
H 4.322 6.088 2.380
H 6.678 6.694 1.894
H 8.030 5.060 0.445
H 7.140 2.929 -0.151
H 5.914 3.048 -1.985
H 6.028 1.854 -4.243
H 5.024 -0.457 -4.491
H 4.057 -1.531 -2.422
F -3.321 1.761 0.100
C -2.869 0.467 0.230
C -1.595 0.157 -0.047
C -1.132 -1.145 -0.145
C 0.199 -1.366 -0.623
O 0.786 -0.532 -1.349
C 0.703 -2.717 -0.273
C -0.213 -3.675 0.085
N -1.578 -3.485 0.086
C -2.439 -4.585 0.248
C -2.173 -5.876 -0.464
C -3.261 -4.937 -0.920
C -2.071 -2.156 0.104
C -3.413 -1.888 0.414
C -3.874 -0.552 0.352
N -5.218 -0.256 0.279
C -6.088 -1.083 -0.546
C -6.987 -0.241 -1.428
N -7.683 0.870 -0.636
C -6.705 1.711 0.139
C -5.831 0.839 1.062
C 2.126 -3.195 -0.412
O 2.304 -4.409 -0.707
O 3.188 -2.438 -0.206
H -0.929 0.978 -0.275
H 0.181 -4.658 0.342
H -3.024 -4.713 1.208
H -2.495 -6.767 0.093
H -1.277 -5.957 -1.104
H -4.319 -5.261 -0.728
H -3.085 -4.411 -1.857
H -4.148 -2.703 0.506
H -6.675 -1.812 0.032
H -5.463 -1.687 -1.227
H -7.742 -0.871 -1.952
H -6.353 0.287 -2.178
H -8.393 0.449 -0.012
H -8.204 1.471 -1.299
H -7.240 2.439 0.794
H -6.061 2.290 -0.531
H -6.409 0.393 1.892
H -5.056 1.477 1.540

---

Entry 2:
16
Properties=species:S:1:pos:R:3 method="wB97M-V/def2-TZVPD" charge=0 relative_energy_kcal_mol=101.54
C -0.318 -2.225 0.081
C 1.645 1.104 -0.622
C 0.320 0.376 -0.809
C -0.866 1.134 0.339
C -0.745 -0.041 1.145
N -0.023 -0.858 0.425
N -1.467 2.230 0.258
O -0.045 0.026 -1.922
H -2.365 2.240 0.751
H -0.828 -0.155 2.225
H 0.588 -2.678 -0.324
H -0.698 -2.773 0.944
H -1.079 -2.252 -0.703
H 1.929 1.191 0.425
H 2.426 0.578 -1.175
H 1.526 2.104 -1.037

---

We obtain E values of -2386.6727 -379.9264 a.u. for the records listed above, in that order.